69
Properties=species:S:1:pos:R:3:forces:R:3:nbo_charge:R:1 method="wB97M-V/def2-TZVPD" e_homo_ev="-5.8 / -5.8" total_charge=0 lumo_ev="-2.3 / -2.3" e_above_lowest_ev=4.640 gap_ev="3.51 / 3.51" total_energy_ev=-232038.5693
H -1.124301 4.365415 0.759618 0.0366 -0.0032 -0.0136 0.2226
H 1.136061 4.318384 1.465331 -0.0112 0.0103 0.0074 0.2370
C -0.246283 -4.680527 -0.769960 -0.1626 0.1451 -0.0953 -1.0945
C 4.499693 -0.827192 1.007157 -0.1287 -0.0060 0.1195 -0.7249
C -0.891927 6.765829 2.242586 -0.0005 0.0036 0.0141 -0.9459
H -3.406070 -0.385064 -0.046929 0.0048 -0.0021 0.0147 0.2807
C 1.813433 4.246302 0.617954 0.0616 0.1153 -0.0209 -0.9667
H 2.488225 -6.361844 -0.911242 -0.0309 0.0045 0.0249 0.2364
H -2.671962 5.084143 0.364071 -0.0364 -0.0155 0.0097 0.2210
H 2.908668 3.924005 -2.207070 0.0289 -0.0178 -0.0081 0.2246
Si 1.391660 -4.358605 0.066206 -0.0463 -0.3441 0.1784 1.5608
H -0.482202 -5.747508 -0.785053 0.0559 -0.0036 0.0346 0.2334
O 0.147929 0.032294 2.089845 -0.3356 -0.1554 0.2989 -0.9903
H 2.305176 -4.745070 2.334805 0.0030 -0.0161 0.0149 0.2258
O -0.704808 -0.946101 0.153653 0.0668 -0.2965 0.2790 -0.9808
H 1.093244 -5.961437 1.926399 0.0108 -0.0132 -0.0151 0.2324
H 1.823299 -1.969442 -0.927737 0.1854 -0.0747 0.2350 0.1927
H 2.868668 -4.922704 -1.858711 0.0118 -0.0164 -0.0141 0.2309
H -1.651783 6.306764 -2.458168 0.0065 0.0114 0.0054 0.2101
H 0.587511 -4.320922 2.379456 0.0126 -0.0171 0.0072 0.2808
C -0.087459 4.231362 -1.806623 -0.0780 0.0032 0.0203 -0.7390
Ir 0.235463 0.989942 0.090281 0.6746 0.6584 -0.1604 0.2882
H 3.358025 2.382275 -1.433185 -0.0013 0.0080 -0.0024 0.2357
As -0.822844 6.813205 0.284881 0.0243 -0.0251 -0.0253 0.8597
H -2.238970 4.915787 -3.370228 0.0036 -0.0105 -0.0063 0.2143
C -2.441547 7.894009 0.051354 -0.0202 0.0250 -0.0005 -0.9482
H -2.663816 8.029770 -1.005337 -0.0061 -0.0041 0.0011 0.2270
H 4.997861 -0.428536 1.890489 0.0075 -0.0062 -0.0226 0.2608
H 0.428575 5.194530 -1.849859 -0.0580 0.0224 -0.0218 0.2361
H -2.268556 8.874528 0.494674 -0.0052 0.0036 -0.0077 0.2288
H -0.067938 3.803621 -2.813161 0.0147 -0.0147 0.0154 0.2337
H -0.238840 -4.316970 -1.799326 -0.0214 -0.0092 -0.0149 0.2330
O -2.217501 -0.565964 2.029009 -0.2122 -0.0846 -0.0626 -1.0218
H -3.294133 7.426084 0.544480 -0.0064 0.0041 0.0042 0.2137
As 1.048168 3.074948 -0.729026 -0.1768 -0.5175 0.3433 1.1436
H -0.684245 7.761146 2.633117 -0.0017 0.0030 0.0059 0.2296
C 1.340443 -4.900622 1.845429 0.0470 -0.0073 0.0711 -1.1198
H 5.170818 -0.785870 0.152296 0.0016 0.0028 -0.0156 0.2601
H 2.017362 5.236397 0.209962 0.0237 0.0122 0.0240 0.2302
H -3.138016 1.452992 2.059551 -0.0332 -0.0294 0.0427 0.2881
C 2.559903 2.927637 -1.933150 0.0431 0.0533 -0.0537 -0.9556
H -3.231569 5.601424 -2.077015 -0.0047 0.0009 -0.0070 0.2119
C -1.549431 4.420233 -1.368728 0.1311 -0.0194 0.0656 -0.0565
C -2.855070 2.326226 1.482054 -0.0777 0.0356 -0.0216 -0.9709
S -0.885352 -1.017952 1.683760 0.2363 0.6572 -0.1770 2.5699
H -3.723746 2.927128 1.211614 -0.0046 -0.0069 0.0367 0.2153
C -3.240866 0.362924 -0.816631 0.0177 0.0064 -0.0085 -0.9569
H -1.036023 -4.153303 -0.231859 0.0019 -0.0035 -0.0097 0.2607
H -2.150968 2.918647 2.059956 -0.0031 0.0030 0.0128 0.2350
H -2.123997 2.615191 -2.410214 -0.0221 0.0093 0.0092 0.2302
O -0.546706 -2.323631 2.175736 0.2622 -0.4124 0.0766 -0.9831
H 4.205430 -1.864649 1.181664 0.0494 0.1060 0.0007 0.2803
C 1.757431 -2.547888 -0.001920 -0.4121 0.5408 -0.2057 -0.6859
C -2.207486 5.369356 -2.377934 0.0084 0.0271 0.0335 -0.6096
H -3.386370 3.282239 -1.390966 -0.0604 0.0524 0.0241 0.2219
H -1.874338 6.443101 2.588365 -0.0054 -0.0048 0.0045 0.2172
H -0.135309 6.082510 2.626047 0.0048 -0.0033 0.0028 0.2259
H -4.171948 0.858082 -1.090114 -0.0306 -0.0036 0.0007 0.2158
H -2.788256 -0.109237 -1.686328 -0.0193 0.0046 -0.0005 0.2438
C -1.628973 5.019617 0.044443 0.0133 0.0037 -0.1271 -0.7263
N 2.362059 0.579900 0.534967 -0.7453 -0.6707 -0.6357 -0.4125
C -2.312642 3.085559 -1.439370 0.0053 -0.0296 -0.0021 -0.7346
C 2.737029 -5.300318 -0.842282 0.1291 0.0556 -0.1114 -1.0996
C 3.294029 -0.055129 0.730452 0.3362 0.1700 0.1154 0.4413
H 2.263210 2.382799 -2.827439 -0.0125 -0.0075 0.0199 0.2405
As -2.000991 1.666022 -0.121584 0.1784 0.0824 -0.2521 1.2681
H 3.695577 -5.215754 -0.325075 -0.0043 -0.0032 -0.0181 0.2289
H 1.651753 -1.951633 0.897659 0.1046 0.0064 -0.0366 0.2054
H 2.740298 3.783625 0.958567 -0.0283 0.0077 0.0000 0.2394